1.
The following is a quantum chemistry calculation of a 3-piece molecular cluster, C23H46N5O3 overall in a non-equilibrium geometry, from OMol25.

Computed properties:
- charge = +1
- expectation value of S² = 2.01
- HOMO-LUMO gap (spin up / spin down) (eV) = 6.2 / 7.3
- HOMO (spin up / spin down) (eV) = -9.719 / -10.845
- spin multiplicity = 3

```
77
Properties=species:S:1:pos:R:3:forces:R:3
O -0.4862 -5.4298 1.4870 -0.0356 0.2144 -0.4698
C -0.7522 -5.1613 0.4005 0.0423 -0.3371 0.3404
N -0.9071 -4.9442 -0.8115 -0.1746 0.0974 0.3312
N -2.2335 -4.6647 -1.2839 0.2646 -0.1115 0.0678
C -2.8713 -3.4591 -0.6294 -0.3360 0.9750 0.1407
C -3.8943 -3.8377 0.4071 0.2044 -0.5519 0.1509
N -4.9035 -4.6691 -0.2359 0.1575 -0.0024 0.2117
C -4.3155 -5.9840 -0.4388 -0.0179 0.0564 0.1479
C -3.0931 -5.9260 -1.3576 -0.4909 -0.3074 -0.3645
H -2.0726 -4.3915 -2.2510 0.1584 -0.0373 0.0296
H -2.1053 -2.8050 -0.2061 0.2355 -0.2459 -0.1098
H -3.3549 -2.8978 -1.4295 -0.0708 -0.1558 -0.0453
H -4.3006 -2.9294 0.8484 -0.0546 0.0343 -0.1861
H -3.4058 -4.4009 1.2241 0.0226 0.2069 0.0726
H -5.6989 -4.7664 0.3845 -0.1160 0.0475 -0.1831
H -4.0507 -6.4610 0.5164 0.1064 0.0437 -0.0451
H -5.0349 -6.6335 -0.9374 0.0349 -0.0418 0.0248
H -3.4074 -6.0036 -2.3973 -0.0456 0.2010 0.0052
H -2.4462 -6.7762 -1.1641 0.1951 0.1270 -0.0183
C -0.6293 2.4678 2.0267 0.2934 -0.0328 -0.0540
C -1.5913 1.2765 2.1922 0.0969 0.7817 -0.2034
C -1.9602 1.0243 3.6606 0.0420 -0.2126 0.1561
C -0.8505 0.3827 4.4833 0.0128 0.0260 -0.0751
C -0.3881 -0.9105 3.8207 -0.1940 0.0116 0.1139
C 0.0674 -0.7041 2.3733 0.6952 0.1243 -0.1141
N -1.0056 0.0252 1.6014 -0.4824 -0.3856 0.9848
O -1.9066 -0.7712 1.1664 -0.1494 -0.3087 -0.6201
C 1.4126 0.0357 2.3678 -0.0118 0.0922 -0.0247
C 0.3100 -2.0494 1.6988 -0.1268 -0.1190 -0.0556
C -2.8630 1.6514 1.4381 -0.1119 -0.1919 -0.0677
H -0.8537 3.0163 1.1112 -0.0644 -0.0331 -0.0023
H -0.7179 3.1639 2.8611 -0.0860 -0.0114 0.0061
H 0.4135 2.1834 1.9515 0.0024 -0.0352 0.0772
H -2.8369 0.3693 3.6898 0.0191 -0.0292 -0.0750
H -2.2670 1.9743 4.1011 -0.0070 0.0180 -0.0326
H -0.0154 1.0763 4.6110 0.0095 -0.0048 -0.0266
H -1.2221 0.1638 5.4852 0.0218 0.0186 0.0165
H 0.4397 -1.3548 4.3782 0.0122 -0.0150 -0.0243
H -1.2094 -1.6350 3.8406 -0.0194 0.0221 -0.0682
H 1.6831 0.3585 1.3636 0.0120 0.0043 -0.0044
H 2.1874 -0.6463 2.7184 -0.0303 -0.0381 -0.0008
H 1.4357 0.8975 3.0288 -0.0184 0.0135 -0.0057
H -0.5659 -2.6921 1.7702 -0.0306 0.0392 0.0162
H 1.1386 -2.5500 2.1999 0.0039 0.0237 0.0045
H 0.5698 -1.9186 0.6458 0.0083 0.0263 0.0014
H -2.6741 1.7306 0.3673 0.0208 0.0075 0.0045
H -3.1956 2.6247 1.8014 0.0330 0.0089 -0.0014
H -3.6650 0.9341 1.5951 0.0131 -0.0207 -0.0007
C 4.7218 3.7749 -2.5110 0.0308 -0.1650 -0.0560
C 3.2096 4.0083 -2.7035 0.7132 0.1622 -0.0015
C 2.5177 4.3538 -1.3776 -0.2314 -0.1034 0.1196
C 2.3387 3.1610 -0.4437 0.0399 0.0168 -0.0910
C 1.5954 2.0382 -1.1626 -0.1005 0.2319 0.1474
C 2.2781 1.6052 -2.4607 0.4787 -0.5620 0.0652
N 2.5392 2.8121 -3.3175 -0.7468 0.3659 0.6446
O 1.5024 3.1389 -3.9918 -0.0135 -0.0509 -0.4746
C 3.5608 0.8266 -2.1325 0.0771 0.0503 -0.0189
C 1.3768 0.6508 -3.2367 -0.1722 0.0466 -0.0454
C 3.0727 5.1952 -3.6502 -0.1670 0.0538 -0.0408
H 5.2700 4.1384 -3.3801 -0.0230 0.0125 -0.0086
H 5.0851 4.3169 -1.6373 -0.0131 0.0522 -0.0215
H 4.9991 2.7352 -2.3924 -0.0238 -0.0078 0.0624
H 1.5305 4.7715 -1.5995 -0.0048 -0.0537 -0.0793
H 3.0861 5.1459 -0.8867 0.0271 0.0033 -0.0287
H 3.3082 2.8161 -0.0718 0.0070 -0.0255 -0.0369
H 1.7661 3.4725 0.4325 0.0321 0.0040 0.0236
H 1.5035 1.1646 -0.5133 -0.0280 -0.0586 -0.0600
H 0.5764 2.3715 -1.3862 0.0257 0.0224 -0.0816
H 4.1599 0.6664 -3.0294 0.0032 0.0058 0.0006
H 3.2847 -0.1513 -1.7349 -0.0425 0.0012 -0.0226
H 4.1814 1.3048 -1.3792 -0.0008 0.0158 0.0013
H 0.3951 1.0792 -3.4203 0.0212 0.0466 -0.0387
H 1.2525 -0.2624 -2.6506 0.0369 0.0085 0.0140
H 1.8212 0.3892 -4.1973 0.0119 0.0093 0.0015
H 3.4512 4.9474 -4.6415 0.0068 -0.0194 0.0070
H 3.6664 6.0189 -3.2491 0.0252 -0.0247 0.0031
H 2.0428 5.5273 -3.7501 -0.0131 -0.0305 -0.0092
```
Positions in Å, forces in eV/Å.

Results of the Mulliken charge analysis, in e, for atoms 1 through 5:
1. O -0.312
2. C 0.827
3. N -0.872
4. N 0.544
5. C -0.771

---

2.
The following is a quantum chemistry calculation of a 3-piece molecular cluster, C23H46N6O3PS3 overall in a non-equilibrium geometry, from OMol25.

Computed properties:
- charge = +1
- HOMO-LUMO gap (eV) = 6.9
- HOMO (eV) = -10.387

```
82
Properties=species:S:1:pos:R:3:forces:R:3
C 3.2074 5.7820 -1.2113 -0.9391 0.3197 -0.2257
C 2.6878 4.8614 -2.3924 0.2613 0.3312 0.0536
C 3.3895 3.4306 -2.4532 0.2419 1.5794 -0.1170
N 2.3526 2.3748 -2.4921 -1.9946 -3.4177 0.6323
C 2.3370 1.2460 -1.6829 0.4057 0.0594 0.9360
C 3.4400 0.8714 -0.6167 -0.0179 -0.6185 -1.5832
C 3.8556 -0.6446 -0.9629 -0.7682 0.4919 -0.1795
O 4.7941 -1.1781 -0.0334 -1.3065 -0.0677 -0.4103
N 1.2347 0.4834 -1.9244 -0.1516 1.1291 -1.1946
C 0.4269 1.0385 -2.9686 3.8763 3.4004 -0.3374
P -1.1386 0.3532 -3.6938 -1.1718 -0.7751 1.8871
S -2.2001 -0.4419 -2.2476 0.6123 0.0268 -0.2558
C 1.1915 2.2426 -3.3023 -2.4698 -0.4264 -0.7540
C 0.7475 3.2399 -4.4482 0.9632 -1.1817 0.3500
C 1.7735 3.0405 -5.6561 0.0903 0.4904 0.2418
C 2.7325 4.2777 -5.9158 0.1417 -1.2186 0.1799
S 3.6925 3.8637 -7.4662 0.1622 -0.2612 0.0978
C 5.1927 2.9290 -6.9086 1.3777 0.9500 1.0879
S 6.5660 3.8323 -6.7153 -1.2586 -1.1850 -0.0763
N 5.1586 1.5253 -6.6316 -1.1511 0.2536 -0.6885
C 5.9442 0.7452 -5.7721 -0.7943 -3.0912 -0.0395
C 5.4318 -0.6166 -5.9023 -0.1380 3.7286 -1.1268
N 4.3682 -0.5883 -6.8610 0.6896 1.7590 0.1614
C 4.2255 0.6800 -7.2855 1.1460 -1.4130 1.7764
H 3.1078 6.8560 -1.5524 0.3390 -1.1781 0.4610
H 4.2656 5.5812 -0.8991 -1.0082 0.1765 -0.3158
H 2.4908 5.6868 -0.3431 1.0996 -0.0389 -0.7008
H 2.8469 5.4267 -3.3507 -0.1887 -0.7585 0.8363
H 1.5769 4.7233 -2.2616 1.2125 0.1272 -0.1371
H 4.0799 3.3118 -3.3382 -0.8763 0.0936 0.8202
H 4.0452 3.3748 -1.5375 -1.0472 -0.5133 -0.9109
H 4.3605 1.4897 -0.8267 -1.1712 -0.5116 0.5464
H 3.0728 0.9874 0.4353 0.3135 -0.0648 -1.0070
H 4.2666 -0.6393 -2.0182 -0.2719 -0.1117 1.1822
H 2.9046 -1.2550 -0.9720 1.0543 0.4330 -0.0190
H 4.2990 -1.8739 0.4417 0.7227 0.4580 -0.1008
H 0.9512 -0.3843 -1.4615 0.3721 0.4493 0.0767
H -1.9356 1.4265 -4.2210 1.2155 -0.2673 -0.3002
H -0.8797 -0.6234 -4.7175 0.3702 1.0354 0.1543
H -0.2620 2.9234 -4.8150 0.8571 0.2768 0.6060
H 0.6665 4.2962 -4.0861 0.1855 -0.9977 -0.3859
H 1.1787 2.7908 -6.5829 0.8076 0.4645 0.8942
H 2.4340 2.1465 -5.4465 -0.7517 0.8774 -0.2812
H 3.5024 4.4195 -5.1089 -0.8802 -0.1446 -0.7288
H 2.1811 5.2503 -6.0463 0.6197 -1.0269 -0.2400
H 6.7854 1.0982 -5.1381 -0.9633 0.0181 -0.8751
H 5.7812 -1.5542 -5.4086 -0.4610 1.1315 -0.5999
H 3.5208 1.1379 -8.0127 0.6232 -0.8249 0.6960
C -2.2875 -2.3052 3.8536 0.1205 0.0392 0.2694
C -2.1070 -1.0739 2.9701 -0.2178 -0.3239 -0.0931
C -3.4210 -0.5093 2.3975 0.1081 0.1597 -0.0481
O -3.9883 -1.2727 1.3444 0.0227 0.1254 0.2061
C -4.6572 -2.4524 1.7581 0.0270 -0.0878 -0.3243
N -1.1491 -1.3893 1.9016 0.0546 0.2234 -0.2341
H -2.4334 -3.2198 3.2806 -0.0524 0.0647 -0.0553
H -1.3946 -2.4620 4.4633 -0.0494 0.0279 -0.0658
H -3.1344 -2.1852 4.5326 0.0194 -0.0600 -0.0325
H -1.6698 -0.2912 3.5991 -0.0438 0.0668 -0.1071
H -3.2012 0.4719 1.9636 -0.0330 -0.0882 -0.0964
H -4.1629 -0.3379 3.1875 0.0176 -0.1539 0.0804
H -5.1897 -2.3120 2.7034 0.0915 -0.0085 0.0363
H -3.9507 -3.2805 1.8348 -0.1034 -0.0816 0.2053
H -5.3820 -2.7188 0.9870 0.0209 0.1579 0.0081
H -0.9420 -0.5346 1.3879 -0.0262 -0.0240 0.0738
H -1.6348 -1.9693 1.2179 0.0550 -0.0279 0.1227
C -6.2988 -4.3775 8.6404 -0.2226 0.1120 0.1823
C -4.9056 -3.7538 8.6133 -0.0409 -0.3168 -0.2512
C -4.4713 -3.2418 7.2255 0.1290 0.1114 0.1396
O -4.1153 -4.2566 6.2971 -0.1537 0.2479 0.0245
C -5.2132 -4.9423 5.7211 0.2672 -0.2192 -0.0627
N -3.9442 -4.7183 9.1576 0.2194 0.1760 -0.1837
H -6.3126 -5.3970 8.2573 0.0876 0.0342 -0.0453
H -6.6650 -4.4282 9.6683 0.0838 0.0047 -0.0616
H -7.0111 -3.7821 8.0639 0.0182 -0.0304 -0.0016
H -4.9311 -2.8858 9.2803 0.1037 0.0228 -0.0819
H -3.5679 -2.6377 7.3598 0.0265 -0.1223 -0.0465
H -5.2271 -2.5746 6.7903 -0.1456 -0.0970 0.0009
H -6.0611 -4.2762 5.5348 -0.0196 -0.0104 0.0975
H -5.5132 -5.7769 6.3564 -0.2368 0.0436 -0.0484
H -4.8868 -5.3648 4.7687 0.0782 0.1192 0.0268
H -3.0389 -4.2621 9.2512 -0.0793 -0.0343 0.1443
H -3.7834 -5.4271 8.4430 -0.1059 -0.0168 0.1355
```
Positions in Å, forces in eV/Å.

Results of the Mulliken charge analysis, in e, for atoms 1 through 5:
1. C -1.237
2. C -0.231
3. C -0.456
4. N 0.270
5. C -0.013